The following is a DFT calculation (ωB97M-V/def2-TZVPD) of a 2-piece molecular cluster, C22H18O2 overall.

```
! wB97M-V def2-TZVPD RIJCOSX def2/J DEFGRID3
* xyz 0 1
C 0.30 -2.98 -0.03
C -0.69 1.15 -1.25
H 2.00 2.36 1.36
H -1.57 -5.35 -1.61
C -1.71 -2.38 1.31
H 0.18 -1.51 1.45
H 3.30 2.91 3.33
O -1.87 0.80 -1.30
H -3.65 -3.16 1.28
C 0.25 1.78 2.44
H 1.02 1.65 -0.09
H 1.85 1.65 -5.93
H 2.32 2.68 5.57
C -0.30 1.66 3.71
C -0.17 -4.00 -0.84
H -1.31 1.31 3.81
C 0.05 1.08 -4.94
C -1.43 -4.55 -0.90
H 1.88 2.04 -1.72
H -3.44 -4.78 -0.37
C 0.44 1.97 4.83
H -0.46 0.82 -5.85
C -2.55 -4.21 -0.16
H 0.00 1.88 5.82
C 0.05 1.28 -2.54
C 2.29 2.55 3.45
C -0.39 -2.26 0.92
H 3.01 2.25 -3.86
C 1.73 2.43 4.70
O -1.79 1.18 1.46
H 0.56 -4.43 -1.52
H -1.60 0.59 -3.68
C 1.56 2.24 2.33
C 1.35 1.55 -4.99
C -0.59 0.95 -3.73
C -0.02 1.43 -0.03
C -2.67 -3.25 0.83
C 1.36 1.76 -2.61
C 2.00 1.88 -3.82
H 1.34 -2.72 -0.16
H -2.03 -1.70 2.08
C -0.61 1.44 1.26
*
```

Output
**Kohn-Sham gap**: 3.8170 eV
**E_HOMO**: -6.34 eV
**Molar mass**: 314.38 Da
**Calculated total energy**: -27197.242 eV
**Largest force on an atom**: 1.58 eV Å⁻¹


The following is a DFT calculation (ωB97M-V/def2-TZVPD) of C22H18O6 in the gas phase.

```
! wB97M-V def2-TZVPD RIJCOSX def2/J DEFGRID3
* xyz 0 1
H -5.89 -1.34 -1.57
O 4.29 3.21 4.49
C 1.41 -1.04 0.65
C -1.32 -1.30 -1.65
C -1.83 0.90 -2.57
H 3.22 -0.22 -0.29
C -1.71 -2.68 -1.41
C 3.67 2.42 3.58
H -4.47 -1.05 -0.45
C -2.20 -0.43 -2.34
O 1.95 2.09 -1.16
H -0.34 2.42 -2.26
H 2.10 -1.77 1.09
C 2.31 0.13 0.20
C 0.23 0.52 -1.36
C -2.95 -3.11 -1.77
C -3.96 -2.11 -2.27
O 5.06 3.71 2.34
C 2.17 0.77 2.71
H 6.07 4.23 4.10
H -0.97 -3.41 -1.04
O 1.19 -0.17 2.94
H -2.53 1.52 -3.11
C -4.71 -2.78 -3.44
H -5.32 -3.65 -3.14
H 4.53 5.11 3.77
C -4.95 -1.75 -1.15
C 2.74 0.98 1.40
C 3.76 1.92 1.26
C 1.51 0.99 -0.84
H -5.43 -2.09 -3.91
H -0.25 0.12 1.44
O 0.72 -1.65 -0.45
H 4.18 2.19 0.27
C -0.13 -0.80 -1.17
H -3.21 -4.14 -1.67
H -4.04 -3.01 -4.23
H -0.19 -1.57 2.05
H 2.26 1.26 4.76
H -5.27 -2.65 -0.64
C 2.67 1.50 3.79
O -3.45 -0.81 -2.72
C -0.61 1.37 -2.11
C 4.18 2.68 2.34
C 0.44 -0.66 1.80
C 5.04 4.13 3.71
*
```

Output
**Kohn-Sham gap**: 7.8555 eV
**E_HOMO**: -7.72 eV
**Molar mass**: 378.38 Da
**Calculated total energy**: -35389.504 eV
**Largest force on an atom**: 3.22 eV Å⁻¹


The following is a DFT calculation (ωB97M-V/def2-TZVPD) of C22H19AsMoO5S as an isolated structure.

```
! wB97M-V def2-TZVPD RIJCOSX def2/J DEFGRID3
* xyz 2 1
C -0.10 -3.13 2.16
C -1.30 0.80 -1.75
C 2.04 -2.62 0.10
C 1.54 2.40 -0.07
H -0.55 -8.32 -1.88
H 5.78 -1.87 -0.42
C 1.05 -5.61 -0.64
C -0.45 1.99 -1.41
H 1.56 3.25 -0.76
H -0.46 -2.93 5.98
C -0.29 -1.81 4.17
H 2.45 -2.33 2.21
H 1.49 2.77 0.95
C -0.05 -4.76 -0.51
C -0.35 -2.99 4.91
H -2.80 0.23 -2.72
C -0.41 -7.32 -1.49
C -0.30 -4.22 4.28
H 4.85 -1.86 1.86
C -1.33 -5.19 -0.86
C -1.51 -6.48 -1.35
O -1.01 -0.34 -1.34
C 3.95 -2.41 -1.38
As 0.16 -3.05 0.28
C 0.86 -6.89 -1.14
C 2.77 1.54 -0.24
C -0.17 -4.30 2.89
H 1.99 -2.97 -2.04
H 4.38 -2.44 -2.37
H -1.07 2.86 -1.18
C -0.17 -1.89 2.79
H -0.34 -0.85 4.67
H 0.16 2.21 -2.29
Mo 0.75 -0.62 -0.16
C 4.21 -2.08 1.01
C 2.61 -2.68 -1.19
O -2.32 1.04 -2.49
O 3.88 1.93 -0.29
O 2.47 0.19 -0.35
H 1.71 -7.55 -1.24
S -0.07 -0.38 1.84
H 2.04 -5.29 -0.35
C 2.87 -2.34 1.21
H -0.12 -5.27 2.40
O 0.35 1.60 -0.30
H -2.49 -6.82 -1.62
H -2.20 -4.55 -0.75
H -0.36 -5.13 4.86
C 4.74 -2.09 -0.28
*
```

Output
**Kohn-Sham gap (spin up / spin down)**: 6.9582 / 6.9574 eV
**E_HOMO (spin up / spin down)**: -14.88 / -14.88 eV
**Molar mass**: 566.32 Da
**Calculated total energy**: -106874.312 eV
**Largest force on an atom**: 1.06 eV Å⁻¹


The following is a DFT calculation (ωB97M-V/def2-TZVPD) of C22H19Br4Cl2GaO2SSi2 as an isolated structure.

```
! wB97M-V def2-TZVPD RIJCOSX def2/J DEFGRID3
* xyz -2 1
H -17.06 -2.94 13.34
H -14.59 -2.89 15.83
Cl -17.37 1.34 11.93
C -15.71 -0.11 14.64
Br -10.26 0.10 8.68
H -18.37 3.41 10.42
H -14.31 4.24 13.33
H -11.92 1.37 15.25
C -15.65 1.77 8.31
C -14.02 -2.49 15.00
C -15.87 1.21 9.65
H -17.73 2.49 16.68
C -16.95 1.85 10.30
S -14.90 -0.04 10.29
H -15.22 3.22 12.21
C -16.86 -0.46 15.45
Ga -13.23 -0.27 12.49
C -12.41 2.34 15.01
C -17.59 2.95 9.79
C -17.16 1.82 16.09
C -14.21 3.39 12.67
Si -14.89 -1.49 13.66
C -17.30 3.47 8.52
Br -7.01 -0.58 9.51
C -10.77 -0.57 11.35
Br -6.33 -1.01 12.75
C -15.24 1.29 14.69
H -17.20 -1.49 15.46
C -9.77 -0.48 10.40
O -11.97 -0.29 10.97
H -15.59 -3.41 12.40
C -16.15 -2.59 12.86
H -13.46 3.62 11.90
C -8.41 -0.72 10.77
O -11.47 -0.71 13.58
C -16.34 2.83 7.74
H -17.93 4.24 8.01
H -18.37 0.21 16.79
H -16.43 -1.95 12.00
C -17.53 0.49 16.16
C -10.48 -0.79 12.74
H -11.57 2.81 14.49
H -15.81 3.25 15.36
H -13.67 -3.31 14.39
H -16.08 3.10 6.75
C -9.14 -0.96 13.08
C -8.12 -0.92 12.09
Si -13.71 1.84 13.65
Br -8.85 -0.98 14.91
H -12.82 2.73 15.90
C -16.05 2.18 15.42
Cl -14.34 1.16 7.30
H -13.19 -1.92 15.42
*
```

Output
**Kohn-Sham gap**: 5.7458 eV
**E_HOMO**: -1.67 eV
**Molar mass**: 863.88 Da
**Calculated total energy**: -411402.859 eV
**Largest force on an atom**: 3.01 eV Å⁻¹


The following is a DFT calculation (ωB97M-V/def2-TZVPD) of C22H19BrMnN4O3S2 as an isolated structure.

```
! wB97M-V def2-TZVPD RIJCOSX def2/J DEFGRID3
* xyz 2 4
Br -2.72 -2.42 -1.68
H 1.10 -5.11 -4.39
H 4.39 0.34 -0.50
C 0.84 -4.09 -4.13
H 1.96 1.71 2.21
C 0.58 4.78 1.74
O -1.01 -0.59 4.08
H -0.13 -0.41 -3.21
H 0.40 6.88 2.08
Mn -0.04 -0.89 0.37
H 0.01 -1.14 -5.58
C -4.42 -2.24 2.07
N 0.78 -3.04 0.97
C 1.06 3.72 -0.38
C 0.75 -3.21 -0.44
H -4.99 -2.87 0.09
C -0.95 0.48 -0.59
C 0.44 -2.35 -2.48
C 0.57 4.79 0.34
C 0.04 5.95 2.50
H -5.37 -2.48 2.53
H -1.05 5.98 2.41
C 0.22 -1.84 -4.79
H -3.48 -1.49 3.88
O -0.15 -0.30 2.03
H 1.72 -2.93 1.33
C 3.91 1.23 -0.09
H 4.38 2.12 -0.51
C -3.39 -1.69 2.83
H 3.95 1.24 0.99
C -1.07 -0.71 2.90
C -2.99 -2.13 0.16
H 0.29 5.90 3.55
S 2.20 1.26 -0.65
H 0.35 -3.80 1.48
O 1.65 -0.02 0.04
C 1.57 2.62 0.30
H 0.60 -3.46 -6.15
H 1.04 3.73 -1.47
N -2.00 -1.60 0.87
C 0.56 -3.16 -5.11
H 1.10 3.63 3.48
C 0.78 -3.67 -2.81
C -2.22 -1.38 2.19
H 0.18 5.65 -0.18
S 1.08 -4.60 -1.36
C 1.08 3.65 2.40
N 0.41 -2.14 -1.11
C 1.58 2.58 1.69
C -4.22 -2.45 0.72
N -1.50 1.35 -1.12
C 0.15 -1.42 -3.48
*
```

Output
**Kohn-Sham gap (spin up / spin down)**: 5.6037 / 6.3522 eV
**E_HOMO (spin up / spin down)**: -14.50 / -14.50 eV
**Molar mass**: 586.40 Da
**Calculated total energy**: -158243.617 eV
**Largest force on an atom**: 1.72 eV Å⁻¹


The following is a DFT calculation (ωB97M-V/def2-TZVPD) of C22H19ClN2O3 in the gas phase.

```
! wB97M-V def2-TZVPD RIJCOSX def2/J DEFGRID3
* xyz 0 1
C 7.77 -0.47 -1.05
N 3.27 0.62 -0.09
C 0.75 3.30 0.33
H 6.61 -3.05 0.80
H 3.17 -0.37 -0.24
H -4.64 -4.22 0.34
O -3.13 1.57 0.24
H -1.53 4.28 0.41
H -5.04 1.54 -0.55
H -6.98 -2.54 -2.01
C 4.54 1.10 0.05
C 6.64 -2.09 0.32
H -6.20 -0.48 -1.01
N -1.63 3.28 0.30
H -2.92 -3.03 1.64
C -4.61 -3.14 0.33
H 8.62 -0.18 -1.64
C 5.60 0.05 -0.10
H -6.22 -4.09 -1.59
C 1.98 2.69 0.25
H -1.24 0.62 -0.18
H 2.89 3.26 0.36
C -6.61 -3.15 -1.19
C -3.60 -1.09 1.06
H 8.54 -2.42 -0.59
C -5.55 -2.43 -0.42
C 7.73 -1.73 -0.46
C -5.49 -1.04 -0.42
O -3.83 3.70 0.47
O 4.83 2.27 0.23
H -7.45 -3.39 -0.54
H 6.74 1.40 -1.29
C -0.35 1.20 -0.05
C 0.88 0.59 -0.14
C -4.49 1.14 0.31
C -4.53 -0.37 0.31
C -0.43 2.57 0.19
H -2.85 -0.56 1.63
C 2.06 1.32 0.01
H -4.95 1.54 1.22
H 0.70 4.36 0.52
C 6.72 0.41 -0.86
C -2.94 2.89 0.35
C -3.65 -2.47 1.06
H 0.93 -0.47 -0.33
Cl 4.28 -1.70 1.53
C 5.59 -1.20 0.50
*
```

Output
**Kohn-Sham gap**: 8.4769 eV
**E_HOMO**: -7.95 eV
**Molar mass**: 394.86 Da
**Calculated total energy**: -44769.198 eV
**Largest force on an atom**: 0.62 eV Å⁻¹


The following is a DFT calculation (ωB97M-V/def2-TZVPD) of C22H19CoN5S4 as an isolated structure.

```
! wB97M-V def2-TZVPD RIJCOSX def2/J DEFGRID3
* xyz 1 5
N -2.10 -0.38 2.53
H 5.48 2.19 -1.40
H -3.73 -0.91 3.84
N 2.90 1.64 -1.41
N -0.69 1.96 -1.14
C -3.55 -1.69 -0.87
C 0.86 3.75 -1.59
C 5.96 -1.17 -1.60
S 2.02 -1.23 -1.55
C 0.74 0.09 4.62
C 5.25 1.14 -1.45
C -2.69 -0.65 3.75
N 1.07 0.06 -1.44
H 3.17 2.60 -1.31
C 3.62 -0.65 -1.54
S -3.02 -0.01 -0.71
C 0.59 2.39 -1.36
H 1.47 -0.61 4.23
H 1.86 4.10 -1.78
H 7.28 0.54 -1.51
H 6.77 -1.89 -1.64
C -2.58 -2.68 -0.85
S -0.89 -2.19 -0.66
C 4.66 -1.59 -1.61
H -4.57 -5.39 -1.19
Co -0.82 -0.01 -0.73
H 0.64 -0.05 5.69
H -2.18 -4.78 -0.93
H 1.06 1.10 4.41
C -0.18 4.65 -1.61
H -5.64 -1.24 -1.04
C 3.91 0.72 -1.47
H -2.55 -0.38 1.61
C -4.89 -2.02 -1.01
C 6.25 0.21 -1.52
C -1.69 2.85 -1.20
H 4.43 -2.65 -1.66
C -5.26 -3.35 -1.13
C -2.95 -4.01 -0.95
H -1.76 -0.64 5.74
S 0.36 0.31 1.50
C 1.55 1.37 -1.40
H 0.02 5.70 -1.79
H -2.69 2.46 -1.04
C -1.49 4.19 -1.42
H -6.30 -3.61 -1.24
N -0.56 -0.17 4.01
C -4.28 -4.35 -1.09
H -2.33 4.87 -1.44
C -0.80 -0.08 2.69
C -1.73 -0.52 4.68
*
```

Output
**Kohn-Sham gap (spin up / spin down)**: 4.9781 / 5.4436 eV
**E_HOMO (spin up / spin down)**: -9.12 / -10.44 eV
**Molar mass**: 540.63 Da
**Calculated total energy**: -111536.070 eV
**Largest force on an atom**: 0.60 eV Å⁻¹


The following is a DFT calculation (ωB97M-V/def2-TZVPD) of C22H19F4N4Ti as an isolated structure.

```
! wB97M-V def2-TZVPD RIJCOSX def2/J DEFGRID3
* xyz 1 1
C -0.72 -0.67 -3.25
H -1.06 1.96 3.70
Ti -0.93 0.16 -0.08
H 3.99 2.12 0.37
F -2.57 -0.50 0.15
C 1.00 -2.17 0.59
C -1.07 -0.09 -4.45
H -1.03 0.27 3.18
F -0.45 -1.99 -3.22
N -1.48 1.63 1.64
C 2.97 -3.57 0.91
C 1.85 -1.01 0.58
N 1.25 0.19 0.39
F -1.74 1.84 -5.60
N -0.85 1.93 -0.84
H -3.20 2.30 2.67
H 1.52 2.20 0.10
C -0.68 -4.30 0.53
C 3.78 -2.48 0.90
H -1.10 -0.66 -5.37
C -0.77 1.29 2.89
H -1.65 3.75 1.80
F -1.69 3.34 -3.35
H 1.04 -5.53 0.83
H 5.09 -0.08 0.77
C 0.66 -4.53 0.72
H 4.85 -2.59 1.02
H -1.39 -5.12 0.50
C -0.61 0.06 -2.08
C -1.35 2.04 -3.31
C -1.41 3.14 -0.29
C -1.39 1.26 -4.46
C 2.02 1.26 0.31
C 1.55 -3.44 0.75
C -0.94 1.43 -2.13
H -3.22 0.58 2.21
C 4.02 0.00 0.66
H 3.39 -4.56 1.04
C -1.14 -2.99 0.39
H -0.93 4.04 -0.69
C -1.12 3.01 1.20
C -2.94 1.58 1.89
H -0.05 3.14 1.37
H -2.18 -2.77 0.24
N -0.32 -1.95 0.42
H -2.48 3.24 -0.49
H -3.48 1.81 0.99
H 0.30 1.35 2.74
C 3.23 -1.17 0.73
C 3.41 1.21 0.45
*
```

Output
**Kohn-Sham gap**: 6.6510 eV
**E_HOMO**: -10.76 eV
**Molar mass**: 463.28 Da
**Calculated total energy**: -63065.615 eV
**Largest force on an atom**: 0.17 eV Å⁻¹


The following is a DFT calculation (ωB97M-V/def2-TZVPD) of C22H19F5N6PtS2 as an isolated structure.

```
! wB97M-V def2-TZVPD RIJCOSX def2/J DEFGRID3
* xyz 0 3
C 0.81 3.63 -3.19
H 2.49 -0.88 6.69
C 2.50 0.51 0.61
Pt 0.48 2.20 -0.51
H -5.14 -5.44 -3.63
C 0.05 2.48 -2.51
H -1.95 -2.61 -3.37
F 0.33 1.35 -3.29
H -3.12 -4.38 -4.58
N 0.88 1.96 1.44
C -1.72 -0.73 -1.21
C 1.90 -0.88 3.35
S -1.13 3.62 0.25
C -2.85 -3.03 -2.95
N -1.72 3.85 2.84
N -1.48 -0.41 -2.49
H 4.46 -0.50 -2.56
C -4.64 -4.64 -3.10
F 0.53 3.72 -4.50
C 1.97 0.49 3.09
H -2.16 -0.59 -3.20
C -5.12 -4.21 -1.87
N 0.03 2.43 2.41
N 2.15 1.00 -0.65
C -3.51 -4.04 -3.63
C 2.40 0.87 5.44
H -2.90 -1.66 0.06
F 0.50 4.79 -2.62
C -0.88 3.22 1.96
C 1.78 0.99 1.72
H 2.57 1.05 -2.67
H 2.03 -2.44 4.82
H -2.60 4.17 2.48
H 1.68 -1.56 2.53
C 2.20 1.36 4.16
C -3.33 -2.60 -1.72
C 4.31 -0.74 -0.40
H 2.59 1.56 6.25
H 3.90 -0.71 1.69
F 2.14 3.45 -3.08
S -0.85 -0.05 0.07
C 3.93 -0.23 -1.66
C 2.87 0.63 -1.72
C -4.47 -3.19 -1.19
N -2.71 -1.60 -0.93
C 2.34 -0.50 5.68
H -1.73 3.48 3.78
F -1.27 2.73 -2.77
H -6.00 -4.66 -1.44
H -0.80 0.32 -2.66
C 2.09 -1.37 4.63
H 5.16 -1.41 -0.31
C 3.61 -0.37 0.71
H -4.85 -2.85 -0.23
H 2.24 2.43 3.97
*
```

Output
**Kohn-Sham gap (spin up / spin down)**: 5.8896 / 5.7744 eV
**E_HOMO (spin up / spin down)**: -5.62 / -7.61 eV
**Molar mass**: 721.64 Da
**Calculated total energy**: -70568.605 eV
**Largest force on an atom**: 0.81 eV Å⁻¹


calculated total energy of number 2 (C22H18O6)?
-35389.504 eV


Look up the largest force on an atom of the ninth one.
0.81 eV Å⁻¹